Arrangement 1

# C4H9NO2S

One molecule with the formula C4H9NO2S (ωB97M-V/def2-TZVPD, the OMol25 dataset).

Last column: Löwdin charge in e.
Geometry (Å):
C (2.00948, 0.27871, -1.43462)  0.111
C (0.59353, 0.46280, -0.71360)  -0.273
C (-0.12322, -0.58915, 1.50954)  -0.001
C (-1.46473, -0.74625, -0.65334)  -0.027
N (-0.07341, -0.66754, -0.03200)  -0.165
O (1.11620, 1.71503, 1.37796)  -0.531
O (-1.14058, 1.90697, 0.51149)  -0.554
S (0.28639, 2.14281, 0.22856)  0.743
H (2.14468, 1.08363, -2.12104)  0.027
H (2.37081, -0.66328, -1.48246)  -0.021
H (-0.97638, -0.00415, 1.74777)  0.066
H (-0.27727, -1.47700, 2.10137)  0.089
H (0.75084, 0.04279, 1.80613)  0.075
H (-2.01534, 0.26468, -0.45910)  0.115
H (-1.44889, -0.77118, -1.71145)  0.074
H (-2.13551, -1.51808, -0.18643)  0.114
H (0.38340, -1.46079, -0.48878)  0.159

HOMO-LUMO gap = 0.294 hartree

Arrangement 2

# C4H9NO2S

One molecule with the formula C4H9NO2S (ωB97M-V/def2-TZVPD, the OMol25 dataset).

Last column: Löwdin charge in e.
Geometry (Å):
C (-1.30048, -1.26591, 1.85824)  -0.097
N (-0.60432, -0.07570, 1.33382)  -0.072
C (-0.03777, -0.15526, 0.01066)  -0.368
C (0.32256, 1.28165, -0.39246)  -0.516
S (-1.08259, 2.24728, -1.03934)  0.709
C (1.04241, -1.21856, -0.23165)  -0.487
O (0.77484, -2.31097, -0.64368)  0.124
O (2.25551, -0.76506, 0.08285)  0.132
H (-0.82413, -2.23024, 1.65912)  0.076
H (-1.59004, -1.19826, 2.90969)  0.080
H (-2.25131, -1.21906, 1.32609)  0.078
H (0.08232, 0.21092, 2.01818)  0.112
H (-0.79095, -0.40068, -0.75103)  0.130
H (1.09059, 1.37369, -1.16386)  0.066
H (0.77347, 1.79603, 0.47144)  0.078
H (-2.08412, 1.38150, -0.99335)  -0.161
H (3.07893, -1.17496, -0.12338)  0.116

SMILES = CN[C@@H](CS)C(=O)O
HOMO-LUMO gap = 0.346 hartree

Arrangement 3

# C4H9NO2S

One molecule with the formula C4H9NO2S (ωB97M-V/def2-TZVPD, the OMol25 dataset).

Last column: Löwdin charge in e.
Geometry (Å):
C (-0.29488, 1.86262, 0.96367)  -0.067
C (-0.66547, 0.55461, 0.30706)  -0.441
C (-1.13658, 0.66774, -1.16523)  -0.522
S (-1.97559, -0.81991, -1.79113)  0.701
N (0.31445, -0.49024, 0.53048)  0.105
C (1.63020, -0.27584, 0.87820)  -0.595
O (2.31971, 0.69806, 0.94483)  0.103
O (2.09881, -1.51119, 1.18159)  0.079
H (0.50408, 2.36622, 0.41512)  0.081
H (-1.08481, 2.59938, 0.85565)  0.080
H (0.06124, 1.82544, 1.98922)  0.090
H (-1.61648, 0.26963, 0.80660)  0.127
H (-0.20202, 0.80485, -1.72348)  0.085
H (-1.79066, 1.50171, -1.36556)  0.062
H (-2.80150, -0.95657, -0.75098)  -0.153
H (-0.03854, -1.39063, 0.77840)  0.134
H (3.02325, -1.71631, 1.40478)  0.132

SMILES = C[C@@H](CS)NC(=O)O
HOMO-LUMO gap = 0.368 hartree

Arrangement 4

# C4H9NO2S

One molecule with the formula C4H9NO2S (ωB97M-V/def2-TZVPD, the OMol25 dataset).

Last column: Löwdin charge in e.
Geometry (Å):
C (-2.63676, -0.08369, -0.10678)  -0.110
C (-1.59060, 0.11656, 0.98720)  -0.247
C (-0.31258, 0.67515, 0.41726)  -0.848
S (-0.19014, 2.09770, -0.35436)  0.741
O (0.66867, -0.18711, 0.62833)  -0.072
N (1.98250, 0.13693, 0.07995)  -0.216
C (2.00219, -0.34593, -1.27958)  -0.060
O (2.87816, -0.61074, 0.83872)  0.002
H (-2.91490, 0.87391, -0.53824)  0.060
H (-2.24392, -0.72039, -0.89651)  0.078
H (-3.52314, -0.55760, 0.30938)  0.072
H (-1.35566, -0.83746, 1.46754)  0.114
H (-1.97579, 0.80389, 1.74363)  0.116
H (2.99133, -0.12810, -1.68026)  0.098
H (1.79708, -1.41570, -1.35461)  0.096
H (1.26380, 0.22934, -1.83625)  0.061
H (3.15980, -0.04677, 1.57457)  0.115

SMILES = CCC(=S)ON(C)O
HOMO-LUMO gap = 0.339 hartree

How do the energies compare? Relative to the most stable structure, in hartree: arrangement 1 0.2176; arrangement 2 0.0333; arrangement 3 0.0000; arrangement 4 0.1284.

Arrangement 1

# C3H3ClS

One molecule with the formula C3H3ClS (ωB97M-V/def2-TZVPD, the OMol25 dataset).

Last column: Löwdin charge in e.
Geometry (Å):
C (-1.06454, 0.03635, -1.14461)  0.174
C (0.05031, -0.41687, 0.22013)  -0.744
Cl (-0.25970, -1.95798, 0.86194)  0.658
C (1.09391, 0.39497, 0.55673)  -0.740
S (2.14049, 0.08263, 1.80773)  0.679
H (-1.96875, -0.47834, -1.14183)  -0.008
H (-1.11637, 1.03860, -1.27973)  -0.028
H (1.12465, 1.30064, 0.11965)  0.009

SMILES = C=C(Cl)C=S
HOMO-LUMO gap = 0.228 hartree

Arrangement 2

# C3H3ClS

A 2-piece molecular cluster, C3H3ClS overall (ωB97M-V/def2-TZVPD, the OMol25 dataset).

Last column: Löwdin charge in e.
Geometry (Å):
C (1.24780, -1.60478, -0.64154)  -0.159
C (1.23804, -0.50677, -0.09212)  -0.155
C (-0.30302, 1.39338, 0.40661)  -0.392
S (-1.52375, 0.83690, -0.66288)  0.489
Cl (-2.06232, -0.90463, 0.34147)  0.171
H (1.68848, -2.52227, -1.03478)  -0.005
H (-0.05814, 2.45524, 0.30558)  0.038
H (-0.22710, 0.85292, 1.37766)  0.014

HOMO-LUMO gap (spin up / spin down) = 0.277 / 0.277 hartree

How do the energies compare? Relative to the most stable structure, in hartree: arrangement 1 0.0000; arrangement 2 0.0539.

Arrangement 1

# C6H12N2O3

A 2-piece molecular cluster, C6H12N2O3 overall (ωB97M-V/def2-TZVPD, the OMol25 dataset).

Last column: Löwdin charge in e.
Geometry (Å):
C (2.43067, -1.59859, -1.35346)  -0.027
C (0.97132, -1.64823, -1.72426)  -0.387
O (0.28284, -2.78131, -1.26276)  -0.040
C (0.28812, -0.66804, -2.22413)  0.018
C (-0.31747, 0.24482, -2.86330)  -0.442
O (-0.83895, 1.45948, -2.28552)  0.006
O (-0.34668, 0.33874, -4.16853)  0.094
H (2.62775, -1.91658, -0.24776)  0.113
H (2.78616, -0.57676, -1.46970)  0.079
H (3.04630, -2.28690, -1.93621)  0.075
H (-0.74353, -2.50052, -1.19603)  0.175
H (-0.78350, 1.39910, -1.30755)  0.015
H (-0.54705, 1.33813, -4.25712)  0.168
H (-1.15968, 2.88349, 0.81877)  0.013
N (-0.93572, 2.05917, 0.36888)  0.101
C (-0.85403, 1.03026, 1.22084)  -0.428
C (-1.25616, 1.23219, 2.69764)  -0.027
N (-0.70609, -0.28329, 0.79667)  0.122
H (-2.16044, 0.82539, 3.05512)  0.060
H (-1.34744, 2.33587, 2.89235)  0.092
H (-0.49018, 0.86650, 3.30403)  0.046
H (-0.40456, -0.43013, -0.15352)  0.030
H (-0.32039, -1.04806, 1.43418)  0.144

SMILES = CC(O)=C=C(O)O.[H]/N=C(\C)N
HOMO-LUMO gap = 0.335 hartree

Arrangement 2

# C6H12N2O3

A 2-piece molecular cluster, C6H12N2O3 overall (ωB97M-V/def2-TZVPD, the OMol25 dataset).

Last column: Löwdin charge in e.
Geometry (Å):
C (-3.07723, 1.19865, 1.03657)  -0.049
N (-3.04024, -0.04022, 1.18530)  -0.025
C (-2.40046, -0.93243, 0.28258)  -0.235
C (-1.83989, -0.32386, -1.02396)  -0.204
N (-0.94238, 0.76876, -0.80591)  0.015
C (0.05514, 0.66854, -0.03120)  -0.043
C (0.88389, 1.89646, 0.14577)  -0.491
O (1.83519, 1.95009, 0.88341)  0.106
O (0.46309, 2.92600, -0.58382)  0.120
H (-3.57746, 1.78013, 1.79536)  0.069
H (-2.64828, 1.75130, 0.19257)  0.071
H (-3.12877, -1.70935, 0.03031)  0.118
H (-1.59767, -1.41374, 0.84938)  0.112
H (-1.33278, -1.12654, -1.56673)  0.125
H (-2.66326, 0.05437, -1.63974)  0.114
H (0.37384, -0.21953, 0.51160)  0.128
H (-0.31723, 2.62943, -1.09557)  0.104
C (3.85559, -0.75985, 0.06297)  -0.167
O (2.69756, -0.77106, 0.85600)  -0.145
H (4.76078, -0.79887, 0.67881)  0.077
H (3.90058, 0.12997, -0.57030)  0.077
H (3.82046, -1.64408, -0.57359)  0.077
H (2.59337, 0.10922, 1.24813)  0.045

SMILES = C=NCC/N=C/C(=O)O.CO
HOMO-LUMO gap = 0.349 hartree

How do the energies compare? Relative to the most stable structure, in hartree: arrangement 1 0.0429; arrangement 2 0.0000.

Arrangement 1

# C4H13N3

A 2-piece molecular cluster, C4H13N3 overall (ωB97M-V/def2-TZVPD, the OMol25 dataset).

Last column: Löwdin charge in e.
Geometry (Å):
C (0.00381, 0.82664, -0.23186)  0.178
C (0.96117, -0.19689, -0.66614)  -0.096
C (0.36903, -1.13338, 0.34725)  -0.179
C (-0.13331, -0.65406, 1.53632)  -0.096
N (-1.45315, -0.80351, 1.97975)  0.078
N (0.05317, -2.55119, 0.03538)  0.277
N (0.46265, 2.98149, -1.72274)  0.082
H (0.17553, 1.75179, 0.29090)  0.105
H (-1.03315, 0.61083, -0.48611)  0.125
H (2.03965, -0.07485, -0.64473)  0.153
H (0.68124, -0.53682, -1.68828)  0.173
H (0.41921, -0.07138, 2.27827)  0.169
H (-1.63713, -1.19173, 2.89980)  0.120
H (-2.07086, -0.00272, 1.89465)  0.125
H (-0.15478, -3.13886, 0.85859)  0.196
H (-0.76629, -2.67184, -0.58030)  0.197
H (0.78582, -3.09788, -0.44341)  0.205
H (-0.51930, 3.13001, -1.91846)  0.056
H (0.92550, 3.14800, -2.61855)  0.068
H (0.89120, 3.67636, -1.12033)  0.063

total charge = +2
HOMO-LUMO gap = 0.299 hartree

Arrangement 2

# C4H13N3

A 2-piece molecular cluster, C4H13N3 overall (ωB97M-V/def2-TZVPD, the OMol25 dataset).

Last column: Löwdin charge in e.
Geometry (Å):
C (0.11614, -0.76082, -0.44105)  0.182
C (-1.18440, -0.96624, -0.02890)  -0.218
C (-1.44783, 0.47766, 0.26431)  -0.109
C (-0.50233, 1.19281, 1.03504)  -0.082
N (-0.04167, 0.65379, 2.16471)  0.169
N (-2.11855, 1.01039, -1.06870)  0.283
N (2.95840, -0.77414, -0.44934)  -0.007
H (0.92543, -1.19802, 0.27255)  0.131
H (0.49459, 0.15918, -1.02371)  0.145
H (-1.43582, -1.71132, 0.65950)  0.141
H (-1.71374, -1.50599, -0.86724)  0.190
H (0.28373, 1.81239, 0.40661)  0.218
H (0.09254, -0.29177, 2.34273)  0.109
H (0.65727, 1.36662, 2.68280)  0.229
H (-2.38225, 1.95572, -1.35040)  0.202
H (-1.60616, 0.62035, -1.82418)  0.139
H (-2.79231, 0.29280, -1.04570)  0.141
H (3.43710, -0.37815, -1.35291)  0.101
H (2.85886, -1.71491, -0.66041)  0.000
H (3.40099, -0.24036, 0.28428)  0.036

total charge = +2
HOMO-LUMO gap = 0.232 hartree

How do the energies compare? Relative to the most stable structure, in hartree: arrangement 1 0.0000; arrangement 2 0.1095.

Arrangement 1

# C4H13N3

A 2-piece molecular cluster, C4H13N3 overall (ωB97M-V/def2-TZVPD, the OMol25 dataset).

Last column: Löwdin charge in e.
Geometry (Å):
C (-0.85309, 0.77486, -0.46301)  -0.203
C (2.27244, 0.89293, -0.68403)  -0.039
C (1.67213, 0.33566, 0.64578)  -0.134
C (0.71648, -0.91549, 0.37914)  -0.080
N (-1.99704, 1.20661, -0.76532)  0.229
N (-0.52289, -0.37578, -0.05855)  0.182
N (-2.06633, -1.72525, 0.56209)  0.251
H (-0.10135, 1.23501, -1.02374)  0.150
H (1.61687, 1.55889, -1.23425)  0.063
H (3.01069, 1.71657, -0.31079)  0.150
H (2.94140, 0.12405, -1.06059)  0.101
H (1.24485, 1.07985, 1.24777)  0.114
H (2.42357, -0.10546, 1.18192)  0.100
H (1.01182, -1.60887, -0.37714)  0.143
H (0.66584, -1.36806, 1.34718)  0.147
H (-2.02674, 2.14964, -1.21682)  0.189
H (-2.92815, 0.84582, -0.26864)  0.223
H (-3.12076, -1.60768, 0.47733)  0.145
H (-2.06210, -1.64009, 1.59733)  0.140
H (-1.89765, -2.57318, 0.02434)  0.128

total charge = +2
HOMO-LUMO gap = 0.267 hartree

Arrangement 2

# C4H13N3

An isolated ion of composition C4H13N3 and charge +2 (ωB97M-V/def2-TZVPD, the OMol25 dataset).

Last column: Löwdin charge in e.
Geometry (Å):
C (-1.69480, 1.91785, -0.83796)  0.139
C (-1.23133, 0.36883, 0.14408)  -0.105
C (-2.27654, -0.41575, 0.74050)  0.008
N (0.03810, 0.14572, 0.09531)  0.082
C (0.80398, -0.95521, 0.64896)  -0.050
N (2.02031, -1.14759, -0.21417)  0.033
N (2.64220, 0.11673, -0.44652)  0.098
H (-0.79516, 2.25329, -1.32808)  0.060
H (-2.06562, 2.60553, -0.09178)  0.075
H (-2.46826, 1.58640, -1.51240)  0.074
H (-2.76215, -1.00040, -0.05259)  0.142
H (-3.07759, 0.21812, 1.12692)  0.127
H (-1.93608, -1.10375, 1.51256)  0.105
H (0.64714, 0.84407, -0.34828)  0.150
H (1.13869, -0.71222, 1.66777)  0.171
H (0.21777, -1.88131, 0.67024)  0.165
H (2.62990, -1.87277, 0.22306)  0.220
H (1.73631, -1.52681, -1.13651)  0.216
H (3.29060, 0.09828, -1.23261)  0.146
H (3.14254, 0.46100, 0.37150)  0.144

SMILES = CC(C)=[NH+]C[NH2+]N
total charge = +2
HOMO-LUMO gap = 0.433 hartree

Arrangement 3

# C4H13N3

A 2-piece molecular cluster, C4H13N3 overall (ωB97M-V/def2-TZVPD, the OMol25 dataset).

Last column: Löwdin charge in e.
Geometry (Å):
C (0.31509, 0.57828, 1.06214)  0.258
C (-1.06066, 0.38056, 1.38023)  -0.123
C (-1.34220, -0.25312, 0.01334)  -0.164
C (-0.43572, -1.10047, -0.57385)  -0.116
N (0.88267, -0.97513, -0.94364)  0.165
N (-2.75936, -0.75961, -0.22821)  0.258
N (2.95355, 1.59907, -0.56198)  0.016
H (1.05964, -0.19127, 1.33384)  0.131
H (0.86422, 1.49075, 0.81769)  0.110
H (-1.19141, -0.27292, 2.30787)  0.178
H (-1.58009, 1.30425, 1.73265)  0.167
H (-0.90787, -2.03143, -1.01605)  0.164
H (1.35661, -1.86093, -0.83739)  0.147
H (1.13797, -0.22003, -1.57737)  0.139
H (-2.78895, -1.77343, -0.04065)  0.187
H (-3.06628, -0.57492, -1.18656)  0.188
H (-3.30910, -0.24103, 0.47949)  0.190
H (3.09926, 1.39776, -1.55130)  0.030
H (3.14703, 2.57760, -0.40490)  0.040
H (3.62561, 0.92604, -0.20537)  0.036

total charge = +2
HOMO-LUMO gap = 0.234 hartree

How do the energies compare? Relative to the most stable structure, in hartree: arrangement 1 0.1188; arrangement 2 0.0000; arrangement 3 0.0974.